{"formula": "C5H10NO3P", "method": "ωB97M-V/def2-TZVPD", "molar_mass_g_mol": 163.113, "de_lowest_ev": 4.221, "homo_lumo_gap_ha": 0.3375, "species": ["C", "C", "C", "C", "C", "N", "O", "O", "O", "P", "H", "H", "H", "H", "H", "H", "H", "H", "H", "H"], "positions_angstrom": [[2.214, 1.485, -0.013], [-1.145, 0.273, 0.256], [-3.520, 0.606, -0.235], [2.205, -1.279, -0.338], [1.295, 0.350, 0.186], [0.052, 0.584, -0.420], [3.422, 1.480, -0.083], [-1.195, -0.001, 1.420], [-2.111, 0.383, -0.670], [1.167, -2.637, 0.202], [1.596, 2.443, 0.177], [-4.058, -0.170, 0.231], [-4.010, 0.892, -1.160], [-3.618, 1.533, 0.379], [3.089, -1.195, 0.242], [2.304, -1.314, -1.492], [1.192, 0.177, 1.342], [-0.113, 0.661, -1.491], [0.020, -1.872, -0.019], [1.212, -2.397, 1.486]], "forces_ev_per_angstrom": [[0.426, 1.704, 1.483], [1.608, 0.586, -1.132], [1.221, 2.469, -0.842], [-2.261, 3.175, -1.078], [2.322, -3.906, 0.240], [-2.007, -0.395, -1.737], [-1.128, -0.142, -0.341], [-0.806, 0.030, 0.265], [-2.213, -0.085, 1.000], [-0.376, -1.310, -2.778], [0.954, -0.470, -0.724], [0.116, -1.385, 0.543], [-0.029, -0.359, -0.204], [0.574, -0.818, -0.103], [1.122, 0.056, -0.111], [0.218, 0.401, 2.082], [-0.093, 0.412, -2.205], [0.947, -0.187, 2.710], [-0.637, -0.375, 0.014], [0.041, 0.600, 2.918]]}

{"formula": "C2H7NO", "method": "ωB97M-V/def2-TZVPD", "molar_mass_g_mol": 61.084, "de_lowest_ev": 0.910, "homo_lumo_gap_ha": 0.3822, "smiles": "CNCO", "species": ["C", "N", "C", "O", "H", "H", "H", "H", "H", "H", "H"], "positions_angstrom": [[-0.461, 0.168, -1.305], [-0.293, 0.853, -0.024], [0.569, 0.210, 0.893], [-0.094, -0.984, 1.486], [-0.441, -0.924, -1.160], [-1.369, 0.503, -1.784], [0.374, 0.425, -1.954], [-1.203, 0.858, 0.429], [0.955, 0.724, 1.776], [1.438, -0.152, 0.317], [0.524, -1.679, 1.325]], "forces_ev_per_angstrom": [[0.993, -0.430, 0.442], [-0.820, 0.694, 0.697], [0.513, -2.044, -0.038], [0.164, 1.211, -0.488], [-0.367, 0.148, -0.277], [-0.269, -0.066, -0.055], [0.034, 0.039, -0.102], [0.021, 0.416, -0.042], [-0.486, 0.855, -0.446], [-0.086, 0.178, 0.241], [0.302, -1.000, 0.068]]}

{"formula": "C38H107N9O11", "method": "ωB97M-V/def2-TZVPD", "molar_mass_g_mol": 866.326, "de_lowest_ev": 3.350, "homo_lumo_gap_ha": 0.3309, "smiles": "COC[C@H](C)N.COC[C@H](C)N.COC[C@H](C)N.COC[C@H](C)N.COC[C@H](C)N.COC[C@H](C)N.COC[C@H](C)N.COC[C@H](C)N.COC[C@H](C)N.CO.CO", "species": ["C", "O", "C", "C", "C", "N", "H", "H", "H", "H", "H", "H", "H", "H", "H", "H", "H", "C", "O", "C", "C", "C", "N", "H", "H", "H", "H", "H", "H", "H", "H", "H", "H", "H", "C", "O", "C", "C", "C", "N", "H", "H", "H", "H", "H", "H", "H", "H", "H", "H", "H", "C", "O", "C", "C", "C", "N", "H", "H", "H", "H", "H", "H", "H", "H", "H", "H", "H", "C", "O", "C", "C", "C", "N", "H", "H", "H", "H", "H", "H", "H", "H", "H", "H", "H", "C", "O", "C", "C", "C", "N", "H", "H", "H", "H", "H", "H", "H", "H", "H", "H", "H", "C", "O", "C", "C", "C", "N", "H", "H", "H", "H", "H", "H", "H", "H", "H", "H", "H", "C", "O", "C", "C", "C", "N", "H", "H", "H", "H", "H", "H", "H", "H", "H", "H", "H", "C", "O", "C", "C", "C", "N", "H", "H", "H", "H", "H", "H", "H", "H", "H", "H", "H", "C", "O", "H", "H", "H", "H", "C", "O", "H", "H", "H", "H"], "positions_angstrom": [[4.009, -4.992, -3.200], [3.455, -3.897, -3.932], [4.401, -3.086, -4.597], [4.992, -2.021, -3.695], [3.969, -0.976, -3.262], [6.150, -1.320, -4.282], [3.198, -5.656, -2.906], [4.455, -4.612, -2.279], [4.668, -5.514, -3.896], [5.166, -3.675, -5.122], [3.836, -2.641, -5.424], [5.388, -2.431, -2.760], [4.343, -0.291, -2.498], [3.161, -1.472, -2.716], [3.532, -0.376, -4.061], [6.812, -1.972, -4.691], [5.768, -0.754, -5.037], [-0.178, 2.785, 7.646], [0.055, 1.629, 6.920], [-0.027, 1.809, 5.518], [0.826, 0.752, 4.810], [0.905, 0.920, 3.297], [0.235, -0.548, 5.076], [-0.243, 2.519, 8.704], [-1.128, 3.305, 7.447], [0.598, 3.554, 7.521], [-1.073, 1.733, 5.203], [0.338, 2.790, 5.197], [1.769, 0.815, 5.374], [-0.031, 0.794, 2.756], [1.629, 0.274, 2.807], [1.216, 1.954, 3.098], [-0.048, -0.594, 6.056], [0.833, -1.375, 5.032], [-1.331, 3.525, 2.047], [-2.115, 2.840, 1.102], [-2.881, 3.695, 0.240], [-4.333, 3.602, 0.655], [-4.887, 2.181, 0.636], [-4.994, 4.430, -0.393], [-1.826, 4.359, 2.550], [-0.357, 3.803, 1.625], [-1.000, 2.835, 2.826], [-2.590, 4.740, 0.384], [-2.678, 3.337, -0.766], [-4.471, 4.034, 1.651], [-5.955, 2.151, 0.833], [-4.307, 1.680, 1.416], [-4.608, 1.638, -0.265], [-4.630, 5.379, -0.432], [-5.980, 4.603, -0.212], [-5.531, -2.444, 3.987], [-4.385, -1.731, 4.383], [-3.856, -0.887, 3.347], [-3.287, -1.647, 2.133], [-2.171, -0.852, 1.483], [-4.428, -1.860, 1.216], [-5.987, -2.840, 4.897], [-5.319, -3.271, 3.306], [-6.309, -1.858, 3.484], [-4.692, -0.295, 2.955], [-3.186, -0.216, 3.881], [-2.883, -2.593, 2.505], [-1.589, -1.477, 0.804], [-1.394, -0.709, 2.246], [-2.464, 0.126, 1.103], [-4.844, -0.950, 1.054], [-4.085, -2.193, 0.318], [-3.984, -2.337, -2.842], [-3.589, -3.022, -1.666], [-2.604, -3.965, -2.038], [-1.828, -4.724, -0.954], [-2.733, -5.329, 0.094], [-0.846, -3.820, -0.281], [-4.605, -1.473, -2.633], [-4.475, -3.080, -3.485], [-3.175, -1.997, -3.493], [-3.169, -4.737, -2.582], [-1.886, -3.540, -2.746], [-1.214, -5.478, -1.448], [-2.280, -6.194, 0.588], [-3.621, -5.765, -0.378], [-3.084, -4.673, 0.889], [-0.098, -3.755, -0.978], [-1.114, -2.838, -0.361], [3.874, -1.935, 5.002], [2.566, -2.066, 4.426], [2.386, -3.401, 3.960], [1.086, -3.618, 3.150], [0.694, -5.083, 3.051], [1.251, -3.082, 1.799], [3.770, -1.173, 5.775], [4.516, -1.427, 4.272], [4.314, -2.893, 5.259], [3.254, -3.696, 3.362], [2.212, -4.099, 4.793], [0.406, -2.989, 3.750], [-0.161, -5.145, 2.376], [0.413, -5.398, 4.057], [1.477, -5.682, 2.587], [0.408, -3.387, 1.297], [1.250, -2.067, 1.795], [0.691, 6.431, 1.166], [1.506, 5.250, 1.187], [2.437, 5.152, 0.122], [1.977, 4.555, -1.250], [1.815, 3.031, -1.017], [2.973, 4.676, -2.298], [1.184, 7.379, 1.356], [0.009, 6.115, 1.959], [-0.001, 6.444, 0.318], [2.833, 6.149, -0.108], [3.243, 4.523, 0.506], [0.953, 4.817, -1.521], [2.724, 2.576, -0.600], [1.554, 2.576, -1.970], [1.136, 2.773, -0.199], [3.073, 5.649, -2.573], [3.860, 4.375, -1.906], [5.636, 3.246, 1.298], [4.829, 2.084, 1.397], [5.167, 1.025, 0.505], [4.675, -0.258, 1.203], [5.469, -1.496, 0.771], [3.284, -0.639, 0.793], [6.659, 2.987, 1.573], [5.130, 3.945, 1.964], [5.609, 3.751, 0.325], [4.742, 1.242, -0.477], [6.260, 0.951, 0.451], [4.626, -0.105, 2.280], [5.468, -1.797, -0.277], [5.171, -2.408, 1.295], [6.523, -1.311, 1.014], [2.670, 0.162, 0.889], [3.136, -1.420, 1.422], [-4.724, 3.689, -7.346], [-4.499, 2.332, -7.011], [-3.607, 2.187, -5.916], [-3.823, 0.739, -5.381], [-5.303, 0.526, -5.032], [-2.976, 0.401, -4.262], [-5.127, 4.203, -6.471], [-5.462, 3.775, -8.143], [-3.832, 4.174, -7.750], [-2.582, 2.394, -6.231], [-3.919, 2.807, -5.067], [-3.641, 0.076, -6.232], [-5.553, 1.175, -4.180], [-5.546, -0.497, -4.763], [-5.969, 1.002, -5.751], [-2.010, 0.351, -4.568], [-3.044, 1.084, -3.520], [0.822, -1.470, -4.676], [1.556, -0.678, -5.596], [-0.211, -1.580, -5.015], [1.233, -2.452, -4.424], [0.851, -0.972, -3.704], [1.943, -1.244, -6.268], [-0.053, 0.035, -0.705], [0.668, -1.182, -0.682], [0.403, 0.738, -1.404], [-1.085, -0.175, -0.992], [-0.115, 0.524, 0.272], [1.542, -1.091, -0.279]], "forces_ev_per_angstrom": [[-0.456, 0.774, -0.453], [-0.297, -0.375, 0.047], [-0.562, -0.189, -0.250], [0.800, 1.049, 0.603], [-0.520, -0.178, 0.784], [-0.625, 0.082, -0.408], [-0.112, 0.058, -0.154], [0.524, -0.293, -0.100], [0.414, -0.236, 0.518], [0.217, -0.211, 0.437], [0.030, 0.394, 0.143], [-0.218, -0.566, -0.142], [0.511, -0.003, -0.232], [-0.181, -0.127, -0.341], [0.108, -0.200, -0.229], [-0.040, -0.013, -0.017], [0.403, 0.071, -0.067], [-0.414, 0.972, 0.936], [0.206, -0.283, -0.569], [-0.063, -0.082, -0.808], [-0.342, -1.060, 0.647], [0.597, 1.393, 0.020], [-1.178, -1.090, 1.255], [0.266, -0.092, -0.079], [-0.068, -0.372, -0.433], [0.168, -0.243, -0.079], [-0.132, -0.064, -0.053], [0.104, 0.176, 0.280], [0.473, 0.268, -0.794], [-0.273, -0.189, 0.493], [0.156, -0.226, 0.362], [0.191, -0.064, -0.216], [-0.286, 0.335, -0.199], [0.406, 0.900, -0.631], [1.165, -0.583, 0.332], [-0.045, 0.341, 0.076], [0.553, -0.872, 1.551], [-0.951, 0.640, -1.781], [1.221, 0.229, 0.512], [-0.668, 0.312, 0.136], [-0.174, 0.134, -0.245], [-0.300, 0.592, -0.251], [-0.586, -0.230, 0.062], [0.338, -0.014, -0.343], [-0.383, 0.255, -0.266], [0.182, -0.077, 0.126], [-0.016, -0.111, -0.013], [-0.495, -0.231, 0.231], [-0.326, 0.221, -0.373], [0.395, -0.193, 0.101], [0.018, -0.502, 0.113], [-0.479, -0.612, 0.244], [0.072, 0.403, -0.650], [-0.750, -0.585, 0.428], [-0.530, 0.902, 0.126], [1.203, -0.610, 1.152], [0.453, -0.433, 0.074], [0.128, -0.075, 0.031], [0.202, -0.010, 0.047], [0.259, 0.459, -0.001], [-0.019, 0.321, 0.097], [0.457, -0.145, -0.299], [-0.128, -0.145, -0.160], [-0.594, 0.295, -0.587], [-0.192, 0.385, 0.185], [-0.046, -0.148, -0.258], [-0.062, -0.013, -0.152], [-0.102, -0.050, -0.008], [-0.168, -0.768, -0.801], [1.153, 0.768, 0.484], [-0.431, -1.667, -0.711], [-0.298, 2.129, 1.118], [-0.697, -1.346, 0.009], [0.606, 0.045, -1.342], [-0.168, -0.181, 0.306], [-0.616, 0.235, 0.045], [0.417, 0.210, 0.624], [0.210, -0.140, -0.334], [0.061, 0.258, 0.059], [-0.349, -0.175, -0.146], [0.338, 0.228, 0.038], [-0.080, 0.200, -0.037], [0.176, 0.412, -0.265], [0.448, -0.221, 0.542], [-0.681, -0.243, 0.370], [-0.561, 1.468, -0.975], [0.408, -1.009, -0.189], [-0.865, -1.066, -0.349], [1.500, 1.718, 0.151], [-0.295, 0.856, 0.183], [-0.546, -0.370, -0.010], [0.153, -0.582, 0.603], [0.180, -0.383, -0.190], [-0.074, 0.061, 0.522], [0.013, -0.183, 0.012], [0.750, 0.217, 0.357], [-0.696, -0.594, -0.263], [-0.176, -0.120, 0.193], [0.056, -0.538, -0.198], [0.195, -0.036, 0.318], [0.472, 0.372, -0.344], [-0.209, -0.046, 0.154], [-1.231, -2.150, 0.672], [0.307, 0.567, -0.981], [0.025, 0.815, -0.719], [-0.285, -2.447, 1.909], [0.346, 0.020, 0.543], [-0.332, 0.829, 0.102], [0.307, -0.062, -0.069], [-0.052, 1.039, 0.418], [0.532, 0.310, -0.523], [0.188, 0.082, 0.222], [0.093, 0.006, -0.141], [0.303, 0.944, -0.374], [0.390, 0.189, -0.588], [-0.098, -0.289, 0.192], [-0.622, 0.334, -0.404], [0.155, -0.067, -0.049], [0.060, -0.008, -0.182], [-0.924, -0.196, 0.094], [-0.104, 0.300, -0.413], [0.199, -0.094, 1.533], [-1.299, -0.898, -2.448], [1.476, 0.052, 0.863], [1.051, 0.546, -0.255], [0.119, 0.371, 0.105], [0.601, 0.080, 0.350], [0.109, -0.423, -0.288], [-0.019, -0.454, -0.139], [0.038, 0.109, -0.279], [0.814, 0.142, 0.070], [-0.496, 0.712, -0.211], [-0.150, 0.209, 0.271], [0.018, -0.269, 0.088], [-0.281, -0.253, 0.704], [-1.218, 0.163, -0.061], [-0.187, -0.142, -0.158], [0.184, 0.533, -0.205], [-1.162, -1.208, 0.318], [-0.716, 0.320, -1.084], [0.070, 1.558, 0.790], [0.446, -0.276, -0.291], [0.200, 0.337, 0.019], [-0.132, -0.435, 0.066], [0.244, 0.080, 0.370], [0.128, -0.026, 0.193], [0.205, 0.566, -0.159], [0.452, -0.168, 0.181], [0.291, -0.338, 0.468], [-0.047, -0.046, -0.268], [0.119, -0.794, -0.594], [0.030, 0.074, 0.203], [-0.036, 0.130, 0.085], [-0.181, 0.010, 0.688], [0.262, -0.163, -0.036], [-0.067, -0.069, 0.105], [0.248, -0.048, -0.595], [-0.258, 0.294, -0.147], [-0.092, -0.035, -0.017], [0.316, 0.292, 0.023], [-0.424, -0.445, -0.014], [-0.158, 0.024, -0.105], [0.153, -0.064, -0.201], [0.116, -0.049, 0.095], [0.137, 0.202, -0.189]]}

Here are the calculated highest occupied orbital energy numbers, same order: -8.68, -9.38, -8.46 (eV).